Here is a single C28H30FN7OS molecule from the Open Molecules 2025 dataset. Energies are from ωB97M-V/def2-TZVPD.

Values from the calculation:
Frontier orbital gap   8.31 eV
SMILES   Cc1nc(N2CCN(c3ccccn3)CC2)c2c(C)c(C(=O)N3CCN(c4ccc(F)cc4)CC3)sc2n1
Molar mass   531.66 g/mol
Relative energy (zero: lowest compared OMol25 entry of this formula, charge and spin)   0.025 eV

```
! RIJCOSX wB97M-V def2-TZVPD def2/J DEFGRID3
* xyz 0 1
C -3.79 -2.48 3.15
C -3.13 -1.41 2.35
N -3.90 -0.57 1.68
C -3.36 0.41 0.96
N -4.19 1.10 0.13
C -3.72 1.49 -1.19
C -4.26 0.48 -2.24
N -4.51 -0.79 -1.61
C -3.39 -1.53 -1.27
C -3.49 -2.78 -0.62
C -2.33 -3.46 -0.32
C -1.10 -2.92 -0.69
C -1.11 -1.71 -1.36
N -2.21 -1.03 -1.64
C -5.64 -0.71 -0.71
C -5.56 0.63 0.08
C -1.97 0.69 1.11
C -1.12 1.79 0.76
C -1.58 3.15 0.34
C 0.20 1.50 0.98
C 1.32 2.45 0.83
O 1.29 3.56 1.34
N 2.38 2.03 0.09
C 2.42 0.78 -0.63
C 3.64 0.79 -1.55
N 4.85 0.98 -0.79
C 5.65 -0.08 -0.40
C 5.36 -1.41 -0.68
C 6.22 -2.43 -0.32
C 7.39 -2.13 0.35
F 8.23 -3.13 0.71
C 7.71 -0.82 0.65
C 6.85 0.19 0.28
C 4.83 2.17 0.05
C 3.51 2.92 -0.07
S 0.45 -0.09 1.69
C -1.26 -0.35 1.73
N -1.80 -1.40 2.32
H -3.12 -3.31 3.27
H -4.04 -2.08 4.13
H -4.71 -2.79 2.67
H -2.63 1.45 -1.20
H -4.06 2.50 -1.42
H -5.20 0.83 -2.67
H -3.52 0.35 -3.03
H -4.45 -3.20 -0.38
H -2.38 -4.41 0.19
H -0.18 -3.42 -0.45
H -0.19 -1.25 -1.69
H -6.56 -0.75 -1.29
H -5.62 -1.54 -0.01
H -5.92 0.49 1.10
H -6.15 1.41 -0.41
H -1.44 3.31 -0.72
H -0.99 3.89 0.87
H -2.63 3.28 0.59
H 2.52 -0.06 0.07
H 1.50 0.64 -1.20
H 3.56 1.61 -2.28
H 3.70 -0.14 -2.12
H 4.44 -1.69 -1.18
H 5.98 -3.46 -0.54
H 8.63 -0.60 1.17
H 7.13 1.21 0.50
H 5.64 2.85 -0.23
H 4.97 1.88 1.10
H 3.43 3.68 0.71
H 3.44 3.44 -1.04
*
```

Atomic partial charges in e from the natural (NBO) method, atoms 1 to 6: -0.65, 0.46, -0.57, 0.49, -0.42, -0.23

Here is a molecular structure, C28H30N4O2S2Ti at a distorted geometry from the Open Molecules 2025 dataset. Energies are from ωB97M-V/def2-TZVPD.

Values from the calculation:
Frontier orbital gap   7.26 eV
Molar mass   566.58 g/mol
Relative energy (zero: lowest compared OMol25 entry of this formula, charge and spin)   0.146 eV

```
! RIJCOSX wB97M-V def2-TZVPD def2/J DEFGRID3
* xyz 0 1
Ti -0.59 0.20 -0.27
C -2.41 -1.00 2.36
N -1.22 -1.49 1.64
C -0.11 -1.57 2.61
C 1.22 -1.63 1.92
N 1.51 -0.34 1.25
C 2.71 -0.54 0.43
C 1.73 0.70 2.24
C 2.86 0.66 3.06
C 3.10 1.65 3.99
C 2.20 2.70 4.12
C 1.07 2.74 3.32
C 0.81 1.74 2.38
S -0.68 1.85 1.45
C -1.50 -2.80 1.06
C -2.15 -3.77 1.83
C -2.45 -5.02 1.31
C -2.09 -5.31 -0.01
C -1.44 -4.36 -0.77
C -1.12 -3.10 -0.25
S -0.20 -1.97 -1.24
H -3.30 -1.21 1.78
H -2.31 0.07 2.52
H -2.51 -1.48 3.34
H -0.24 -2.45 3.25
H -0.17 -0.69 3.24
H 1.21 -2.40 1.16
H 2.00 -1.87 2.65
H 3.52 -0.98 1.01
H 3.04 0.40 0.01
H 2.46 -1.22 -0.38
H 3.56 -0.15 2.95
H 3.99 1.60 4.61
H 2.38 3.49 4.84
H 0.36 3.55 3.42
H -2.42 -3.55 2.85
H -2.95 -5.75 1.92
H -2.33 -6.28 -0.44
H -1.15 -4.58 -1.79
C -4.76 0.31 0.14
C -3.48 0.78 -0.48
O -2.44 0.01 -0.31
C -3.41 1.93 -1.19
C -2.24 2.29 -1.92
C -2.32 3.39 -2.93
N -1.12 1.65 -1.73
N -0.10 2.02 -2.63
C 0.95 1.37 -2.30
O 0.93 0.59 -1.22
C 2.16 1.41 -3.13
C 2.43 2.52 -3.93
C 3.55 2.53 -4.74
C 4.41 1.44 -4.76
C 4.14 0.33 -3.97
C 3.02 0.32 -3.15
H -4.88 -0.76 -0.03
H -5.61 0.85 -0.27
H -4.73 0.47 1.22
H -4.31 2.52 -1.33
H -3.35 3.75 -3.02
H -1.96 3.05 -3.89
H -1.68 4.22 -2.63
H 1.75 3.36 -3.90
H 3.76 3.40 -5.35
H 5.29 1.45 -5.39
H 4.80 -0.53 -3.99
H 2.79 -0.55 -2.54
*
```

Atomic partial charges in e from the natural (NBO) method, atoms 1 to 6: 1.49, -0.42, -0.49, -0.23, -0.22, -0.48

Here is a molecular structure, C28H30N4OPbS3Se2 from the Open Molecules 2025 dataset. Energies are from ωB97M-V/def2-TZVPD.

Values from the calculation:
Frontier orbital gap   6.34 eV
Molar mass   899.90 g/mol
Relative energy (zero: lowest compared OMol25 entry of this formula, charge and spin)   0.067 eV

```
! RIJCOSX wB97M-V def2-TZVPD def2/J DEFGRID3
* xyz 2 1
Pb 0.15 -0.10 -0.10
C 0.09 -5.15 0.74
C -0.58 -3.83 1.12
C -1.58 -4.05 2.26
C 0.44 -2.75 1.45
C 0.25 -1.80 2.47
C 1.26 -0.91 2.83
C 2.50 -0.92 2.21
C 3.60 0.01 2.65
C 2.69 -1.83 1.17
C 1.68 -2.70 0.79
H -0.67 -5.92 0.62
H 0.78 -5.48 1.52
H 0.64 -5.10 -0.20
H -1.16 -3.49 0.25
H -1.06 -4.29 3.19
H -2.24 -4.88 2.01
H -2.21 -3.18 2.44
H -0.67 -1.80 3.03
H 1.08 -0.23 3.65
H 3.38 1.05 2.39
H 4.55 -0.26 2.20
H 3.73 -0.03 3.73
H 3.65 -1.89 0.68
H 1.88 -3.41 -0.01
Se 0.51 1.93 -3.67
Se 0.74 -0.36 -4.21
C 2.49 -0.64 -3.43
C 3.44 -1.21 -4.26
C 4.73 -1.32 -3.73
C 4.97 -0.85 -2.45
C 3.91 -0.31 -1.72
N 2.68 -0.21 -2.20
C -1.19 2.11 -2.80
C -2.14 2.81 -3.53
C -3.30 3.19 -2.87
C -3.45 2.85 -1.54
C -2.45 2.12 -0.92
N -1.33 1.75 -1.53
H 3.21 -1.55 -5.25
H 5.52 -1.75 -4.32
H 5.96 -0.90 -2.02
H 4.06 0.05 -0.71
H -1.98 3.04 -4.57
H -4.08 3.73 -3.40
H -4.34 3.12 -0.99
H -2.55 1.81 0.12
S -0.34 -1.76 -2.74
C -1.99 -1.31 -2.92
C -2.48 -1.25 -4.27
N -2.75 -1.12 -5.38
C -2.79 -1.03 -1.83
S -2.43 -1.07 -0.17
C -4.16 -0.69 -2.14
N -5.23 -0.32 -2.37
O -0.41 1.59 1.53
S 0.18 2.66 2.46
C -1.01 2.80 3.81
C -2.11 3.73 3.32
C -1.37 4.89 2.64
C -0.32 4.25 1.73
H -0.47 3.22 4.66
H -1.32 1.78 4.04
H -2.74 4.07 4.14
H -2.75 3.21 2.60
H -0.88 5.50 3.40
H -2.03 5.54 2.08
H 0.57 4.86 1.58
H -0.72 3.96 0.76
*
```

Atomic partial charges in e from the natural (NBO) method, atoms 1 to 6: 1.40, -0.60, -0.26, -0.61, -0.02, -0.20

Q: Look up the relative energy (zero: lowest compared OMol25 entry of this formula, charge and spin) of the third one.
A: 0.067 eV

Repeat the second record exactly.
Here is a molecular structure, C28H30N4O2S2Ti at a distorted geometry from the Open Molecules 2025 dataset. Energies are from ωB97M-V/def2-TZVPD.

Values from the calculation:
Frontier orbital gap   7.26 eV
Molar mass   566.58 g/mol
Relative energy (zero: lowest compared OMol25 entry of this formula, charge and spin)   0.146 eV

```
! RIJCOSX wB97M-V def2-TZVPD def2/J DEFGRID3
* xyz 0 1
Ti -0.59 0.20 -0.27
C -2.41 -1.00 2.36
N -1.22 -1.49 1.64
C -0.11 -1.57 2.61
C 1.22 -1.63 1.92
N 1.51 -0.34 1.25
C 2.71 -0.54 0.43
C 1.73 0.70 2.24
C 2.86 0.66 3.06
C 3.10 1.65 3.99
C 2.20 2.70 4.12
C 1.07 2.74 3.32
C 0.81 1.74 2.38
S -0.68 1.85 1.45
C -1.50 -2.80 1.06
C -2.15 -3.77 1.83
C -2.45 -5.02 1.31
C -2.09 -5.31 -0.01
C -1.44 -4.36 -0.77
C -1.12 -3.10 -0.25
S -0.20 -1.97 -1.24
H -3.30 -1.21 1.78
H -2.31 0.07 2.52
H -2.51 -1.48 3.34
H -0.24 -2.45 3.25
H -0.17 -0.69 3.24
H 1.21 -2.40 1.16
H 2.00 -1.87 2.65
H 3.52 -0.98 1.01
H 3.04 0.40 0.01
H 2.46 -1.22 -0.38
H 3.56 -0.15 2.95
H 3.99 1.60 4.61
H 2.38 3.49 4.84
H 0.36 3.55 3.42
H -2.42 -3.55 2.85
H -2.95 -5.75 1.92
H -2.33 -6.28 -0.44
H -1.15 -4.58 -1.79
C -4.76 0.31 0.14
C -3.48 0.78 -0.48
O -2.44 0.01 -0.31
C -3.41 1.93 -1.19
C -2.24 2.29 -1.92
C -2.32 3.39 -2.93
N -1.12 1.65 -1.73
N -0.10 2.02 -2.63
C 0.95 1.37 -2.30
O 0.93 0.59 -1.22
C 2.16 1.41 -3.13
C 2.43 2.52 -3.93
C 3.55 2.53 -4.74
C 4.41 1.44 -4.76
C 4.14 0.33 -3.97
C 3.02 0.32 -3.15
H -4.88 -0.76 -0.03
H -5.61 0.85 -0.27
H -4.73 0.47 1.22
H -4.31 2.52 -1.33
H -3.35 3.75 -3.02
H -1.96 3.05 -3.89
H -1.68 4.22 -2.63
H 1.75 3.36 -3.90
H 3.76 3.40 -5.35
H 5.29 1.45 -5.39
H 4.80 -0.53 -3.99
H 2.79 -0.55 -2.54
*
```

Atomic partial charges in e from the natural (NBO) method, atoms 1 to 6: 1.49, -0.42, -0.49, -0.23, -0.22, -0.48

Q: The highest molar mass belongs to which entry?
A: C28H30N4OPbS3Se2

Q: The lowest relative energy (zero: lowest compared OMol25 entry of this formula, charge and spin) belongs to which entry?
A: C28H30FN7OS